--- A ---
C4H6F2S2 | wB97M-V/def2-TZVPD

Structure (XYZ):
```
14
Properties=species:S:1:pos:R:3:mulliken_charge:R:1
F 1.379 -1.921 -0.254 -0.2826
C 0.874 -0.923 0.553 -0.4333
C 0.031 0.059 -0.240 0.4990
S 1.079 0.913 -1.461 -0.1287
C -0.989 -0.842 -1.018 -0.4289
S -2.563 -0.850 -0.793 -0.2024
C -0.654 1.090 0.642 -0.7596
F -1.324 2.047 -0.080 -0.2929
H 0.263 -1.358 1.327 0.3410
H 1.690 -0.367 1.040 0.3559
H 1.821 1.574 -0.532 0.1384
H -0.432 -1.489 -1.677 0.3398
H 0.168 1.537 1.163 0.4798
H -1.343 0.532 1.330 0.3746
```

As for the SMILES: FCC(S)(C=S)CF.



--- B ---
C4H6F2S2 | wB97M-V/def2-TZVPD

Structure (XYZ):
```
14
Properties=species:S:1:pos:R:3:mulliken_charge:R:1
F -0.284 -1.347 -1.279 -0.2669
C -0.883 -1.274 -0.039 -0.4371
C -0.441 -0.030 0.707 -0.0742
C -0.871 1.271 0.054 -0.4247
F -0.280 1.435 -1.181 -0.2671
S 1.337 -0.053 1.165 -0.0364
C 2.181 0.007 -0.362 -0.0683
S 3.796 0.013 -0.449 -0.2189
H -0.634 -2.161 0.535 0.3277
H -1.978 -1.245 -0.182 0.3139
H -0.918 -0.044 1.698 0.2880
H -1.970 1.232 -0.105 0.3024
H -0.608 2.147 0.688 0.3138
H 1.554 0.051 -1.250 0.2478
```

As for the SMILES: FCC(CF)SC=S.



Which of them is least stable? Easy: A.



--- A ---
C34H38AuN4S2Si | wB97M-V/def2-TZVPD

Structure (XYZ):
```
80
Properties=species:S:1:pos:R:3:mulliken_charge:R:1
Au -0.078 -0.147 0.221 1.5275
C 2.010 -0.072 -0.147 -1.6583
Si 2.640 1.493 0.589 -1.0440
C 1.265 2.668 0.042 -0.7726
N -0.104 2.069 0.178 0.4890
C -0.958 2.447 -0.988 -0.7031
C -1.278 3.935 -1.033 -0.7033
C -1.987 4.358 0.249 -0.8413
C -1.107 4.019 1.446 -0.7246
C -0.747 2.537 1.448 -0.2380
C 2.847 1.407 2.440 1.1200
C 2.451 2.430 3.302 -0.1688
C 2.708 2.362 4.665 -0.6712
C 3.391 1.273 5.187 -0.5475
C 3.816 0.254 4.345 -0.7743
C 3.540 0.322 2.987 -0.3439
C 4.257 2.066 -0.165 0.8097
C 5.428 2.201 0.581 -0.2512
C 6.622 2.578 -0.021 -0.7415
C 6.665 2.834 -1.383 -0.4752
C 5.510 2.712 -2.145 -0.8388
C 4.324 2.330 -1.538 -0.5706
H 2.561 -0.963 0.167 0.7910
H 2.082 0.023 -1.239 0.5851
H 1.436 2.892 -1.013 0.6447
H 1.301 3.628 0.558 0.2724
H -1.883 1.877 -0.910 0.2532
H -0.433 2.124 -1.889 0.3076
H -1.901 4.123 -1.909 0.4550
H -0.362 4.518 -1.160 0.2657
H -2.939 3.823 0.331 0.2945
H -2.216 5.424 0.230 0.4521
H -1.618 4.235 2.385 0.4815
H -0.211 4.645 1.429 0.2967
H -1.657 1.955 1.571 0.3010
H -0.072 2.288 2.265 -0.0287
H 1.935 3.302 2.913 0.2862
H 2.382 3.161 5.318 0.4461
H 3.603 1.225 6.248 0.4085
H 4.360 -0.591 4.747 0.4306
H 3.872 -0.487 2.344 0.2762
H 5.413 2.014 1.648 0.3042
H 7.519 2.678 0.576 0.4073
H 7.594 3.133 -1.850 0.3979
H 5.536 2.921 -3.207 0.4055
H 3.431 2.240 -2.152 0.2607
S -4.479 -0.408 1.485 -0.2734
C -4.386 -0.454 -0.214 -0.5802
C -3.099 -0.395 -0.654 -0.7353
C -2.145 -0.286 0.399 -0.3453
C -2.764 -0.299 1.629 0.5376
C -2.099 -0.281 2.942 0.8870
C -2.812 -0.224 4.136 -1.1548
C -2.127 -0.253 5.337 -0.5615
C -0.745 -0.340 5.322 -0.8364
C -0.108 -0.370 4.094 -0.2682
N -0.758 -0.330 2.932 0.2303
H -5.286 -0.542 -0.801 0.4806
H -2.840 -0.446 -1.703 0.4697
H -3.893 -0.162 4.118 0.3804
H -2.668 -0.210 6.274 0.4384
H -0.168 -0.381 6.235 0.4454
H 0.970 -0.419 4.035 0.5152
C 3.457 -2.147 -3.657 -1.3451
C 1.990 -2.282 -3.436 0.9344
C 1.032 -2.341 -4.418 -0.8805
C -0.307 -2.473 -4.034 0.8273
N -0.683 -2.487 -2.750 -0.3989
C 0.242 -2.405 -1.815 0.2389
S -0.122 -2.451 -0.108 -0.4526
N 1.555 -2.343 -2.163 0.0977
C -1.400 -2.593 -5.041 -1.2177
H 3.690 -2.169 -4.717 0.3942
H 3.994 -2.957 -3.161 0.3509
H 3.813 -1.204 -3.235 0.2833
H 1.315 -2.302 -5.459 0.3951
H 2.214 -2.303 -1.393 0.2474
H -1.016 -2.705 -6.051 0.3791
H -2.031 -1.704 -4.992 0.2919
H -2.031 -3.444 -4.786 0.3522
```

The total charge is +1.



--- B ---
C34H38AuN4S2Si | wB97M-V/def2-TZVPD

Structure (XYZ):
```
80
Properties=species:S:1:pos:R:3:mulliken_charge:R:1
Au 0.138 0.655 -2.344 0.9798
C -1.875 0.692 -1.557 -1.2889
Si -2.139 -0.786 -0.426 -0.3212
C -1.169 -2.230 -1.271 -0.8631
N 0.105 -1.809 -1.850 0.7100
C 0.393 -2.438 -3.139 -0.7867
C 0.866 -3.887 -3.019 -0.5833
C 2.108 -3.930 -2.134 -0.6444
C 1.735 -3.382 -0.760 -0.8260
C 1.209 -1.951 -0.903 -0.3767
C -1.699 -0.512 1.396 1.0251
C -1.663 -1.575 2.297 0.0785
C -1.536 -1.361 3.658 -1.1298
C -1.436 -0.069 4.151 -0.5226
C -1.442 1.000 3.270 -0.8015
C -1.577 0.775 1.912 -0.4331
C -4.012 -1.149 -0.435 0.7155
C -4.780 -0.972 0.712 -0.1571
C -6.146 -1.182 0.692 -0.7183
C -6.772 -1.559 -0.484 -0.5216
C -6.022 -1.737 -1.634 -0.7293
C -4.656 -1.528 -1.609 -0.6347
H -2.000 1.651 -1.072 0.2993
H -2.497 0.660 -2.445 0.7313
H -1.802 -2.603 -2.073 0.6777
H -1.015 -3.064 -0.584 0.2245
H 1.166 -1.855 -3.641 0.2470
H -0.507 -2.387 -3.752 0.4583
H 1.083 -4.274 -4.015 0.3991
H 0.079 -4.505 -2.582 0.2828
H 2.901 -3.314 -2.568 0.2031
H 2.489 -4.948 -2.050 0.4228
H 2.601 -3.370 -0.096 0.5020
H 0.980 -4.031 -0.310 0.2319
H 2.026 -1.306 -1.229 0.6126
H 0.863 -1.570 0.059 -0.3961
H -1.781 -2.585 1.934 0.4332
H -1.553 -2.201 4.338 0.5322
H -1.375 0.109 5.213 0.4566
H -1.359 2.010 3.646 0.4762
H -1.601 1.616 1.238 0.3053
H -4.303 -0.668 1.633 0.2393
H -6.722 -1.044 1.595 0.4135
H -7.841 -1.705 -0.504 0.3961
H -6.505 -2.033 -2.553 0.4101
H -4.084 -1.658 -2.516 0.2755
S 4.175 2.385 -3.401 -0.2550
C 4.343 0.683 -3.463 -0.5614
C 3.172 0.026 -3.227 -0.6561
C 2.100 0.901 -2.977 -0.0706
C 2.477 2.215 -3.034 -0.1059
C 1.608 3.333 -2.825 1.5399
C 2.033 4.661 -2.937 -0.9547
C 1.134 5.677 -2.694 -0.3354
C -0.175 5.355 -2.353 -0.9492
C -0.524 4.017 -2.283 -0.1629
N 0.340 3.045 -2.513 -0.1380
H 5.304 0.255 -3.676 0.4834
H 3.110 -1.049 -3.252 0.3305
H 3.058 4.856 -3.210 0.3563
H 1.448 6.708 -2.765 0.4579
H -0.906 6.119 -2.147 0.4122
H -1.532 3.713 -2.039 0.4856
C 1.997 -1.211 4.748 -1.3709
C 2.106 0.081 4.015 1.1897
C 2.584 1.238 4.573 -0.9696
C 2.658 2.396 3.762 0.9144
N 2.280 2.375 2.504 -0.4928
C 1.838 1.257 1.949 -0.7357
S 1.428 1.194 0.336 0.2607
N 1.741 0.110 2.713 0.2934
C 3.186 3.690 4.265 -1.3006
H 2.272 -1.080 5.792 0.3950
H 2.658 -1.950 4.295 0.3488
H 0.981 -1.601 4.695 0.2087
H 2.896 1.255 5.605 0.3743
H 1.375 -0.720 2.260 -0.0011
H 3.435 3.657 5.321 0.3698
H 2.455 4.476 4.084 0.3198
H 4.074 3.945 3.687 0.3148
```

The total charge is +1.



Which of them is least stable? Easy: B.



--- A ---
C16H36N4O7V | wB97M-V/def2-TZVPD

Structure (XYZ):
```
64
Properties=species:S:1:pos:R:3:mulliken_spin:R:1
V 0.432 0.362 -0.983 2.8708
C 4.476 1.086 -1.305 -0.0020
C 3.043 0.743 -0.993 -0.0063
O 2.237 1.653 -0.639 -0.0102
O 2.652 -0.455 -1.105 0.0190
H 5.153 0.535 -0.646 0.0004
H 4.683 2.147 -1.209 -0.0001
H 4.692 0.741 -2.318 0.0012
C 0.260 3.327 -3.411 0.0034
C 0.380 1.856 -3.822 0.0165
O -0.123 1.007 -2.881 0.0345
H 0.604 3.997 -4.213 -0.0007
H 0.881 3.511 -2.528 0.0021
H -0.777 3.579 -3.176 -0.0001
H 1.458 1.669 -4.033 -0.0054
H -0.153 1.718 -4.787 0.0020
C -2.962 -0.792 -1.116 0.0092
O -2.040 -0.063 -0.875 0.0056
N -4.100 -0.860 -0.381 0.0010
C -5.215 -1.674 -0.780 0.0001
C -4.263 -0.002 0.767 -0.0006
H -2.966 -1.481 -1.981 0.0000
H -4.992 -2.163 -1.728 -0.0001
H -6.111 -1.064 -0.897 0.0000
H -5.404 -2.476 -0.057 0.0000
H -4.273 -0.589 1.691 0.0002
H -3.416 0.683 0.786 0.0009
H -5.191 0.565 0.685 0.0000
C -0.189 -3.019 -1.465 0.0117
O 0.045 -1.838 -1.592 -0.0006
N 0.751 -3.974 -1.460 0.0052
C 0.433 -5.324 -1.060 0.0005
C 2.137 -3.556 -1.547 -0.0024
H -1.213 -3.425 -1.379 0.0012
H 1.190 -5.998 -1.448 -0.0001
H -0.537 -5.618 -1.462 0.0005
H 0.391 -5.427 0.030 -0.0005
H 2.773 -4.419 -1.733 0.0001
H 2.276 -2.824 -2.339 0.0011
H 2.479 -3.054 -0.634 0.0013
C -0.016 -0.856 2.088 0.0269
O 0.345 -0.489 0.984 -0.0308
N 0.838 -1.197 3.063 0.0091
C 0.350 -1.506 4.399 -0.0006
C 2.259 -1.067 2.830 -0.0010
H -1.078 -0.951 2.364 0.0065
H 1.090 -2.118 4.910 0.0002
H -0.557 -2.103 4.331 0.0001
H 0.173 -0.603 4.984 0.0001
H 2.469 -1.182 1.768 0.0023
H 2.635 -0.082 3.129 0.0002
H 2.791 -1.831 3.397 0.0000
C -0.500 3.300 0.290 0.0173
O -0.656 2.133 -0.010 0.0012
N -0.128 3.709 1.508 0.0045
C 0.114 2.716 2.538 0.0039
C 0.072 5.101 1.822 -0.0003
H -0.614 4.113 -0.442 0.0008
H 1.077 2.222 2.376 0.0000
H -0.666 1.957 2.515 -0.0003
H 0.124 3.211 3.506 0.0003
H 1.088 5.273 2.183 0.0002
H -0.067 5.709 0.928 0.0001
H -0.646 5.455 2.568 0.0000
```

The expectation value of S² is 3.755. As for the spin multiplicity: 4.



--- B ---
C16H36N4O7V | wB97M-V/def2-TZVPD

Structure (XYZ):
```
64
Properties=species:S:1:pos:R:3:mulliken_spin:R:1
V -0.504 -0.705 0.733 2.8563
C 0.997 -3.133 3.825 -0.0005
C 0.528 -2.263 2.705 -0.0049
O 1.065 -2.265 1.577 0.0098
O -0.487 -1.488 2.884 0.0280
H 2.082 -3.216 3.762 0.0007
H 0.526 -4.116 3.816 0.0013
H 0.710 -2.707 4.786 0.0008
C -4.452 -2.417 -0.946 -0.0006
C -2.941 -2.136 -1.031 0.0088
O -2.332 -1.990 0.225 0.0122
H -4.536 -3.395 -0.472 -0.0008
H -4.871 -2.474 -1.951 -0.0003
H -5.002 -1.707 -0.329 -0.0001
H -2.732 -1.315 -1.717 -0.0008
H -2.481 -3.035 -1.441 0.0022
C -1.219 2.198 -1.098 0.0111
O -1.150 1.010 -0.722 -0.0045
N -0.618 2.744 -2.176 0.0047
C -0.671 4.222 -2.332 -0.0001
C 0.473 2.013 -2.929 -0.0015
H -1.700 2.955 -0.459 0.0002
H -1.387 4.658 -1.636 -0.0002
H -0.778 4.416 -3.400 0.0002
H 0.289 4.647 -2.038 -0.0001
H 1.435 2.318 -2.517 0.0003
H 0.438 0.929 -2.826 0.0017
H 0.491 2.362 -3.962 0.0000
C -2.007 1.704 2.696 0.0097
O -1.249 1.087 1.949 0.0100
N -3.324 1.861 2.414 -0.0002
C -4.182 2.566 3.400 0.0002
C -4.020 1.368 1.263 0.0047
H -1.743 2.184 3.651 0.0012
H -3.575 2.811 4.272 0.0001
H -4.938 1.877 3.776 0.0001
H -4.740 3.430 3.040 -0.0001
H -3.949 1.999 0.378 0.0001
H -3.515 0.451 0.959 0.0021
H -5.033 0.981 1.369 0.0003
C 2.330 1.431 0.696 0.0127
O 1.443 0.556 0.847 0.0045
N 3.632 1.138 0.697 0.0050
C 4.569 2.209 0.445 0.0002
C 4.143 -0.169 1.000 0.0011
H 2.174 2.491 0.444 0.0028
H 4.931 2.637 1.380 -0.0001
H 4.105 2.992 -0.156 0.0000
H 5.397 1.818 -0.147 0.0001
H 3.362 -0.796 1.430 -0.0004
H 4.543 -0.701 0.137 0.0001
H 4.933 -0.062 1.743 0.0001
C 0.822 -1.813 -2.097 0.0254
O 0.618 -1.317 -0.988 -0.0124
N 1.964 -2.520 -2.287 0.0059
C 2.933 -2.819 -1.289 0.0026
C 2.216 -3.157 -3.535 -0.0009
H 0.156 -1.785 -2.973 0.0011
H 3.106 -3.892 -1.202 0.0004
H 2.861 -2.358 -0.304 -0.0003
H 3.874 -2.487 -1.728 -0.0002
H 2.614 -4.167 -3.433 0.0000
H 1.370 -3.120 -4.221 0.0003
H 3.006 -2.537 -3.957 -0.0001
```

The expectation value of S² is 3.754. As for the spin multiplicity: 4.



Which of them is least stable? Easy: B.



--- A ---
C5H10N | wB97M-V/def2-TZVPD

Structure (XYZ):
```
16
Properties=species:S:1:pos:R:3:mulliken_spin:R:1
C 0.457 1.005 1.397 0.0910
C 1.590 0.465 0.579 0.0280
C -0.643 0.693 -1.129 0.7915
C -0.859 -1.226 -1.220 0.8657
C 0.129 0.271 0.143 0.1870
N -0.487 -1.147 0.201 0.0201
H 0.045 0.618 2.405 0.0005
H 0.037 1.937 1.273 0.0041
H 2.208 1.265 0.148 0.0022
H 2.117 -0.548 0.822 -0.0022
H -0.068 1.215 -1.852 -0.0128
H -1.600 1.332 -1.067 -0.0030
H -1.824 -1.394 -1.466 0.0172
H -0.018 -1.535 -1.828 0.0032
H -1.255 -1.108 0.960 -0.0031
H 0.171 -1.843 0.632 0.0106
```

The expectation value of S² is 2.006. As for the spin multiplicity: 3. The total charge is +1.



--- B ---
C5H10N | wB97M-V/def2-TZVPD

Structure (XYZ):
```
16
Properties=species:S:1:pos:R:3:mulliken_spin:R:1
C -0.611 0.142 -0.647 0.8791
C -1.416 1.341 -0.721 -0.0038
C 3.295 0.425 0.238 0.0009
C -2.885 -0.884 0.129 0.0060
C 3.072 -0.753 0.810 -0.0009
N -1.813 -0.043 -0.354 0.7249
H -1.286 2.152 -0.011 0.0986
H -1.905 1.708 -1.654 0.1054
H 2.535 1.060 -0.184 0.0014
H 4.244 0.968 0.386 -0.0002
H 0.330 -0.278 -0.969 0.0327
H -3.765 -0.721 -0.567 0.0490
H -3.249 -0.491 1.261 0.1006
H -2.584 -1.909 0.268 0.0059
H 3.875 -1.307 1.210 0.0001
H 2.165 -1.409 0.806 0.0003
```

The expectation value of S² is 2.009. As for the spin multiplicity: 3. The total charge is +1.



Which of them is least stable? Easy: B.



--- A ---
C4H11O4 | wB97M-V/def2-TZVPD

Structure (XYZ):
```
19
Properties=species:S:1:pos:R:3:mulliken_charge:R:1
O 0.074 0.607 1.300 -0.6775
C -1.043 0.639 0.801 0.4104
O -1.961 1.418 0.824 -0.6970
C -1.409 -0.691 -0.135 -0.7262
C -0.680 -1.901 0.307 0.5222
C -0.171 -2.705 -0.810 -1.4701
H -1.129 -0.411 -1.129 0.3038
H -2.580 -0.729 0.127 0.1729
H -1.239 -2.684 0.913 0.1933
H 0.181 -1.416 1.077 -0.2456
H -1.016 -3.250 -1.289 0.3007
H 0.332 -2.221 -1.519 0.5246
H 0.522 -3.557 -0.536 0.3044
H 1.005 3.267 -4.129 0.3152
H 1.435 1.849 -3.766 0.3211
O 1.750 2.747 -3.817 -0.6368
H 1.724 0.486 2.004 0.5131
H 2.025 -0.948 2.231 0.2758
O 2.457 -0.077 2.323 -0.7043
```

The total charge is -1.



--- B ---
C4H11O4 | wB97M-V/def2-TZVPD

Structure (XYZ):
```
19
Properties=species:S:1:pos:R:3:mulliken_charge:R:1
O -0.909 -3.646 -1.369 -0.5211
C -0.106 -2.785 -1.126 -0.0782
C -0.358 -1.458 -0.492 -0.2217
C 0.545 -0.388 -1.144 -0.4809
C 0.253 1.006 -0.574 -0.6052
O 0.741 1.120 0.723 -0.9301
H 0.967 -2.970 -1.365 0.3163
H -0.107 -1.607 0.561 0.1949
H -1.388 -1.127 -0.558 0.2427
H 1.605 -0.583 -0.946 0.2792
H 0.298 -0.420 -2.214 0.3690
H 0.746 1.748 -1.229 0.2722
H -0.841 1.193 -0.599 0.2575
H -0.965 3.516 0.509 0.2722
H 0.271 2.761 1.086 0.4425
O -0.300 3.572 1.212 -0.7153
H 0.115 0.293 1.721 0.4511
H -0.501 0.126 3.256 0.2283
O -0.065 -0.350 2.548 -0.7732
```

The total charge is -1.



Which of them is least stable? Easy: A.